Record 1
Molecular formula: C4H6N2O
Method: DFT, ωB97M-V/def2-TZVPD

The geometry in XYZ format:
```
13
Properties=species:S:1:pos:R:3:mulliken_charge:R:1
N 1.51578 0.95688 -0.88772 -0.57
C 0.36948 0.34160 -0.38006 0.72
C -0.88729 0.94370 -0.89170 -0.20
N -2.02832 0.71267 -0.38519 -0.52
C -0.55685 -1.63004 0.96376 -0.71
O -0.06525 -2.03179 2.14178 -0.33
C 0.46030 -0.75200 0.41735 -0.12
H 1.49116 1.96884 -0.91363 0.24
H 2.37233 0.63171 -0.45962 0.24
H -0.73500 1.59022 -1.77134 0.36
H -2.75200 1.17057 -0.94498 0.25
H -0.63218 -2.73511 2.48247 0.42
H 1.44784 -1.16726 0.62887 0.22
```

As for the total charge: 0. Its HOMO-LUMO gap (alpha / beta) is 7.87 / 7.87 eV. The value obtained for the highest occupied orbital energy (alpha / beta) is -7.762 / -7.761 eV. The calculation puts the energy above the lowest of the compared OMol25 structures with the same formula, charge and spin at 4.058 eV.

Record 2
Molecular formula: C55H118N8O7
Method: DFT, ωB97M-V/def2-TZVPD

The geometry in XYZ format:
```
188
Properties=species:S:1:pos:R:3:mulliken_charge:R:1
C -0.23664 -0.12509 0.08735 -0.13
O -0.24410 -0.83772 -0.88921 -0.64
N 0.61895 0.96532 0.17116 1.34
N -1.07650 -0.32742 1.15594 1.68
H 0.84378 1.46219 1.08830 -1.41
H 1.12665 1.19502 -0.69112 -0.11
H -1.80042 -1.04693 1.26385 -0.77
H -1.15062 0.40216 1.83829 -0.85
C -0.12575 0.96954 4.81816 -2.23
C 0.49359 2.37287 4.79896 1.39
C 1.69840 2.31519 5.77145 -1.01
C 2.51111 3.58571 5.50332 -0.85
C 2.94232 3.72177 4.02869 -0.64
C 1.75493 3.69065 3.06567 1.77
N 0.95695 2.51209 3.41728 0.24
O -0.09530 2.43445 2.49841 3.54
C 1.08057 5.00680 3.19917 -1.39
C 2.25631 3.38296 1.57345 -2.50
C -0.56156 3.33739 5.24228 -1.74
H -1.16040 0.95590 4.40138 0.05
H -0.15583 0.62119 5.80943 0.80
H 0.51710 0.33139 4.19729 0.25
H 1.25282 2.33800 6.76418 0.43
H 2.29016 1.40996 5.56390 0.25
H 3.36134 3.51353 6.22748 0.50
H 1.96535 4.51166 5.74541 0.29
H 3.62871 2.84957 3.85941 0.05
H 3.63216 4.61028 3.92918 0.37
H 1.00052 5.31520 4.25643 0.22
H 1.65747 5.77777 2.61067 0.51
H 0.12343 5.08423 2.61746 0.05
H 2.93287 4.16253 1.18328 0.57
H 2.84127 2.49725 1.53813 0.18
H 1.44977 3.53981 0.87667 0.15
H -1.39112 3.24605 4.53137 0.20
H -0.32480 4.35097 5.39990 0.25
H -0.94589 2.88592 6.19050 0.47
H -0.62104 3.17163 2.79116 -1.12
C 1.49929 0.24530 -3.90152 -1.11
C 3.06524 0.16929 -3.80639 2.02
C 3.74247 0.48021 -5.19954 -1.16
C 5.24404 0.66855 -5.08496 -0.61
C 5.51126 1.80161 -4.08723 -1.52
C 4.86047 1.60840 -2.69997 2.29
N 3.44498 1.25407 -2.86571 -0.48
O 2.88059 0.97232 -1.64487 0.17
C 5.60692 0.49671 -2.00972 -1.87
C 4.90955 2.92343 -1.96104 -1.89
C 3.46635 -1.27080 -3.33135 -1.83
H 1.00244 -0.39406 -3.18505 -0.45
H 1.10460 -0.01021 -4.96064 0.17
H 1.21470 1.32199 -3.74460 0.36
H 3.56024 -0.40057 -5.82244 0.39
H 3.22402 1.30149 -5.70287 0.39
H 5.68007 0.99035 -6.05183 0.49
H 5.82313 -0.23645 -4.77557 0.30
H 5.09047 2.67524 -4.57665 0.43
H 6.56158 2.14181 -3.96754 0.35
H 5.12276 -0.03758 -1.20784 0.29
H 5.87410 -0.25621 -2.74749 0.28
H 6.56246 0.92101 -1.58710 0.46
H 4.33991 3.73490 -2.44403 0.39
H 4.53442 2.73643 -0.95828 0.22
H 5.94198 3.24102 -1.77978 0.44
H 3.22479 -1.96919 -4.13697 0.55
H 2.82890 -1.69184 -2.55756 0.29
H 4.44130 -1.49592 -3.03679 0.28
H 3.12233 0.04279 -1.44923 -0.10
C -4.87447 -3.53460 2.98492 -1.61
C -3.54007 -2.86476 2.61679 1.44
C -2.39730 -3.86176 2.23508 -0.08
C -2.49832 -4.54549 0.90518 -1.01
C -2.66087 -3.52472 -0.19091 0.13
C -3.84042 -2.57497 0.03271 1.72
N -3.62145 -2.03761 1.42080 1.59
O -4.65456 -1.07532 1.64990 -0.83
C -3.66018 -1.24347 -0.78978 -1.57
C -5.17520 -3.19083 -0.38487 -1.95
C -3.07684 -1.97066 3.75802 -1.76
H -5.26003 -4.47986 2.50347 0.27
H -5.66390 -2.78300 2.70666 0.29
H -4.98520 -3.68430 4.04151 0.47
H -1.50038 -3.25526 2.27597 -0.89
H -2.38756 -4.66101 3.05334 0.43
H -3.33744 -5.26632 0.93720 0.48
H -1.53076 -5.12146 0.72690 0.30
H -2.87745 -4.00132 -1.10594 0.57
H -1.81153 -2.82242 -0.33638 -0.92
H -2.65278 -0.87255 -0.66771 0.08
H -3.89160 -1.36750 -1.86621 0.16
H -4.44040 -0.50103 -0.49002 0.58
H -5.98440 -2.47141 -0.08587 0.35
H -5.24723 -3.26758 -1.43092 0.53
H -5.31437 -4.17690 -0.10661 0.45
H -3.03723 -2.52644 4.63986 0.62
H -3.79644 -1.13716 3.93554 0.36
H -2.05975 -1.57034 3.56740 -0.04
H -4.18974 -0.21692 1.45180 0.06
C 4.54712 -0.18329 1.51898 -1.17
C 3.85632 -1.43096 2.06358 1.22
C 2.59440 -1.07807 2.95357 0.25
C 1.55817 -2.15253 3.02041 -0.89
C 1.27646 -2.97255 1.73849 -0.05
C 2.50790 -3.32278 0.95854 1.50
N 3.25527 -2.07946 0.83248 1.07
O 4.36882 -2.29537 -0.13205 -0.35
C 3.23353 -4.59498 1.53194 -2.00
C 2.06847 -3.81789 -0.45696 -1.55
C 4.92772 -2.26678 2.82882 -1.68
H 5.52929 -0.41647 1.15978 0.50
H 3.91138 0.27387 0.75139 -0.22
H 4.68319 0.54790 2.33167 0.37
H 2.90268 -0.76263 3.95496 0.52
H 2.05584 -0.21505 2.47257 -0.90
H 1.81789 -2.84130 3.83315 0.48
H 0.67035 -1.68352 3.34561 -0.04
H 0.61819 -2.38197 1.09076 -0.96
H 0.76725 -3.94937 1.89671 0.76
H 2.48315 -5.40289 1.33118 0.43
H 3.34652 -4.58290 2.61225 0.44
H 4.15907 -4.88564 1.14768 0.41
H 1.25120 -4.52803 -0.37190 0.58
H 2.86967 -4.33704 -1.07404 0.44
H 1.75699 -3.01998 -1.12478 -0.22
H 4.53942 -3.15712 3.32672 0.37
H 5.72204 -2.62938 2.20658 0.35
H 5.31621 -1.65357 3.65840 0.40
H 4.97203 -2.90713 0.29550 0.19
C -3.45201 2.32479 1.72387 -0.30
C -3.50875 3.73607 1.10624 1.43
C -4.98183 3.99829 0.70908 -1.21
C -5.34516 5.44778 0.34764 -0.73
C -5.04737 6.34455 1.52907 -1.43
C -3.63672 6.14676 2.04933 2.08
N -3.39506 4.73290 2.20437 -0.27
O -2.11943 4.56131 2.83443 -0.18
C -2.61490 6.81620 1.08014 -1.46
C -3.60730 6.74792 3.43820 -2.08
C -2.54304 3.83463 -0.07627 -1.88
H -3.29361 1.61326 0.93390 -0.27
H -4.44447 2.11685 2.25325 0.57
H -2.52832 2.29822 2.25371 -0.21
H -5.30985 3.31502 -0.11613 0.37
H -5.56865 3.74706 1.59643 0.49
H -6.44610 5.48119 0.15214 0.38
H -4.78797 5.76827 -0.51134 0.37
H -5.86295 6.13414 2.23594 0.41
H -5.22520 7.39375 1.31464 0.40
H -2.43630 7.87114 1.36071 0.50
H -1.79162 6.12622 1.04399 -0.03
H -3.08599 6.98157 0.10787 0.33
H -4.22916 6.06220 4.01647 0.45
H -2.60202 6.63004 3.84441 0.29
H -3.99957 7.71933 3.55343 0.55
H -2.57024 4.74038 -0.63881 0.54
H -2.91811 3.07470 -0.77844 0.46
H -1.50872 3.61144 0.12063 0.04
H -2.26747 4.61855 3.82390 0.18
C -2.49675 -3.93381 -6.60649 -1.86
C -1.25384 -3.07028 -6.37501 1.83
C -1.67969 -1.81848 -5.50418 -0.46
C -2.02045 -2.26480 -4.08116 -0.53
C -0.86862 -3.00919 -3.36967 0.94
C -0.37089 -4.22718 -4.23771 2.15
N -0.14537 -3.69346 -5.64106 0.44
O 0.28365 -4.89660 -6.28843 -0.56
C 0.94827 -4.72181 -3.71228 -1.26
C -1.34680 -5.41606 -4.15138 -1.93
C -0.62657 -2.65075 -7.66125 -1.92
H -2.99777 -4.22094 -5.74313 0.43
H -2.25765 -4.83479 -7.16825 0.39
H -3.28826 -3.36809 -7.25722 0.30
H -0.77327 -1.21903 -5.40872 -0.43
H -2.40443 -1.10544 -6.00534 0.42
H -2.77933 -3.02785 -4.14209 0.29
H -2.33340 -1.33264 -3.54398 0.21
H -1.15454 -3.42309 -2.41989 -0.35
H -0.02029 -2.27617 -3.34023 -1.18
H 1.74190 -3.93550 -3.77833 -0.15
H 0.75122 -5.00002 -2.65749 0.04
H 1.24989 -5.53289 -4.36825 0.76
H -1.06844 -6.19534 -3.42124 0.32
H -2.37735 -5.15846 -3.93096 0.32
H -1.44559 -6.02201 -5.05204 0.36
H 0.13034 -1.91997 -7.42114 0.32
H -1.34537 -2.17810 -8.31201 0.43
H -0.27272 -3.53134 -8.24173 0.37
H 1.21941 -4.83050 -6.51213 0.33
```

As for the SMILES: CC1(C)CCCC(C)(C)N1O.CC1(C)CCCC(C)(C)N1O.CC1(C)CCCC(C)(C)N1O.CC1(C)CCCC(C)(C)N1O.CC1(C)CCCC(C)(C)N1O.CC1(C)CCCC(C)(C)N1O.NC(N)=O. As for the total charge: 0. Its HOMO-LUMO gap is 8.68 eV. The value obtained for the highest occupied orbital energy is -8.166 eV. The calculation puts the energy above the lowest of the compared OMol25 structures with the same formula, charge and spin at 0.618 eV.